63
Properties=species:S:1:pos:R:3 method="wB97M-V/def2-TZVPD" e_homo_ev="-1.1 / -2.0" mol_weight_g_mol=1064.1 spin_multiplicity=5 orbital_gap_ev="5.3 / 5.1" lumo_ev="4.2 / 3.1" s2=6.07 largest_force_ev_per_a=1.26 total_charge=-2
C -1.57751 2.17206 2.42955
C 2.27231 -3.05278 -0.80165
Se 2.23904 2.55515 1.98796
H -3.14768 4.52115 1.57463
C 0.02482 1.18470 -2.53241
C -1.77970 -1.56960 4.27234
C -2.42432 0.06544 -1.97515
C -0.46452 4.29130 -0.33608
H 3.34696 -3.93198 -3.20633
H -1.99732 2.64696 3.31996
C -0.95452 -3.51908 2.90808
N 1.15746 1.76063 -2.85744
H -3.38004 -0.35425 -1.68545
H 1.45498 -2.64147 -0.20636
C 3.56293 -2.89081 -2.93963
C -2.13351 0.29411 -3.31634
H 3.18252 -2.95926 -0.20701
C -2.23698 4.26255 1.05103
H -3.55046 -2.75540 2.45000
H 0.26846 -2.00489 -2.34591
H 0.77871 5.74787 -1.28383
C -1.50638 0.36664 -0.98760
H -1.72963 0.18561 0.05536
H 2.07869 -4.11416 -0.99263
N 0.25605 -0.56584 1.71047
C -1.41972 3.18628 1.33756
H 1.50805 4.13588 -1.16047
N -0.34311 3.20587 0.49099
H -0.04343 -3.52522 3.50809
C 2.41220 -2.28752 -2.11718
H -2.83827 0.05218 -4.10213
H 2.73523 -0.20765 -2.78952
H -1.98664 5.86755 -0.49998
C 2.68638 -0.81904 -1.89425
C -2.81842 -2.06589 2.02216
H -2.19351 -0.55999 4.23682
Se 2.13049 -0.54335 4.82075
H -0.71326 -3.87833 1.90669
H -0.84123 -1.52869 4.82700
H 0.89372 -3.44066 -3.18982
H -2.62319 -2.35745 0.98881
H -3.25031 -1.06335 2.02020
Se 1.15551 1.91679 -4.65188
N -0.47114 1.16614 -4.86185
C -1.53289 -2.09880 2.85527
H -1.68412 -4.19642 3.35894
H 3.71036 -2.32237 -3.86147
Sb 3.39488 0.35576 2.90327
H 1.17548 -1.81167 -3.84539
H 4.49222 -2.86134 -2.36715
Se 5.55026 1.16831 3.73748
H -2.48465 -2.22557 4.79087
C -0.89239 0.86629 -3.63917
H -0.61547 1.73710 2.69665
C 1.10828 -2.39808 -2.92514
C 0.57845 4.67430 -1.34272
H 0.26880 4.44713 -2.36615
H -2.24578 1.34928 2.14616
Pt 1.07403 1.70423 0.18818
C -0.52855 -1.23584 2.21288
N -0.29252 0.88679 -1.22512
C -1.62570 4.96917 -0.01690
Se 2.82956 0.04348 -0.27805



170
Properties=species:S:1:pos:R:3 method="wB97M-V/def2-TZVPD" e_homo_ev=-9.4 mol_weight_g_mol=955.3 spin_multiplicity=1 relative_energy_kcal_mol=61.0 orbital_gap_ev=10.0 lumo_ev=0.6 smiles=C1CCOC1.C1CCOC1.COCCOC.COCCOC.COCCOC.COCCOC.COCCOC.COCCOC.COCCOC.COCCOC.COCCOC largest_force_ev_per_a=3.61 total_charge=0
H 27.46828 12.45448 9.91509
C 26.54800 11.88386 9.82769
C 14.92935 7.06812 15.20993
C 24.05844 14.42062 10.80550
H 16.47519 12.21877 16.45520
H 15.17508 10.07101 11.81267
O 18.70417 17.94186 9.21905
C 18.38282 15.19480 19.10193
C 23.10008 16.64295 10.88196
H 14.47968 10.04267 13.51660
H 20.00088 10.19330 16.40261
C 16.56443 11.76740 17.37268
C 18.22737 19.00741 9.96274
O 13.95382 17.38445 12.13542
H 22.78059 17.50279 20.08882
C 24.06604 15.54518 16.51866
C 21.64477 8.67283 11.68054
H 18.22118 15.34504 17.99279
C 19.15964 16.93789 10.15486
H 19.82687 14.85124 9.90920
H 17.54921 11.73628 17.83998
H 15.83886 17.49762 11.23994
O 11.76030 13.36920 12.99218
C 18.45300 14.97953 13.97128
H 20.15466 10.37759 9.55303
H 21.35681 8.99310 13.82015
C 16.97726 9.32882 9.62294
C 20.45369 10.50646 17.31514
H 14.43680 14.77864 14.19091
H 13.89393 6.69392 15.10851
H 26.66278 10.93060 10.29995
H 20.94194 14.51501 19.38798
C 14.42002 8.93953 16.40284
H 26.28074 11.77355 8.79071
H 19.64338 12.43118 10.17777
H 19.86920 9.14420 12.88298
H 17.18264 21.05209 16.19849
H 24.26112 14.32126 11.86505
H 12.38768 13.36245 11.04653
O 20.25194 11.89921 17.47161
H 10.95588 13.26132 14.74394
H 17.38781 15.22931 19.52310
C 14.97594 10.67131 12.71982
C 16.73109 20.14556 15.88075
H 19.95564 9.95027 18.15889
H 18.98554 16.07059 19.41275
H 23.23007 10.88035 13.04440
O 17.60504 12.05753 10.74058
H 16.67953 8.31424 9.27536
C 18.76345 19.16702 15.17208
H 14.97067 17.08551 16.32025
H 19.81121 12.11524 14.73234
H 23.58404 18.76264 19.02001
C 14.76692 10.34961 16.78194
C 12.99729 11.53832 11.86268
H 22.17903 18.22167 13.35801
H 18.53848 12.18088 8.85736
H 13.14884 11.15522 10.87297
C 19.95462 18.45763 15.78269
O 23.40164 16.77217 18.41360
H 20.15829 18.82980 16.79197
H 19.75300 17.36188 15.66712
H 18.44762 15.78574 14.74150
H 19.29044 12.33286 13.02155
H 23.59359 15.78199 13.86067
H 18.88347 15.64159 8.54609
H 25.28131 15.84128 13.45745
H 16.24254 13.37814 11.47114
C 14.08473 16.04850 12.49934
H 23.36521 17.10758 11.82613
O 14.98081 8.48139 15.14506
H 17.39852 18.74835 10.59956
O 21.23689 10.77786 12.71278
H 22.17932 15.70217 7.29571
C 20.20264 13.87192 18.78842
O 20.81186 16.23794 8.67065
H 17.33341 13.15395 14.23076
H 25.38097 16.79614 17.73337
H 18.51313 18.70212 14.21786
C 24.58926 16.10132 14.21733
H 21.00654 8.42091 10.84996
H 12.54808 10.70641 12.42174
H 14.04630 10.65825 17.56210
H 16.68396 17.09784 16.00734
H 21.27454 13.84121 13.01330
H 16.40774 20.12342 14.80788
C 24.34478 16.81231 17.35485
H 22.92651 17.47486 10.18647
H 25.88586 14.31451 9.77891
C 11.24101 12.58989 13.96636
H 17.98691 19.77368 9.26663
H 23.04351 15.56127 16.12236
H 22.13509 7.72339 12.03346
H 20.94320 14.17452 14.74793
C 17.18176 13.42526 10.90792
C 20.48747 13.94639 13.78136
H 18.26912 16.60483 10.67840
C 14.36132 15.85389 13.94559
C 22.55830 10.86716 12.22239
C 12.05791 12.67759 11.79596
H 15.43744 6.75469 14.30137
O 19.71592 15.04583 13.32116
H 15.98928 11.00718 13.09992
O 18.89519 13.90088 19.33928
H 24.22726 14.72041 17.23286
H 15.85082 19.94174 16.45429
H 21.54797 10.41190 17.30542
H 22.62467 10.07366 10.24318
H 13.46767 16.23985 14.49500
H 11.96828 11.90135 14.38263
H 24.61531 13.44793 8.96734
H 24.61346 17.20396 14.29704
H 15.85102 15.55222 16.25323
H 20.47901 17.68835 13.21264
C 21.31454 17.82240 13.93281
H 15.39626 6.66210 16.15262
C 19.12400 10.38528 9.84317
H 14.81827 19.05107 11.39446
H 11.12025 12.31929 11.35676
H 22.14667 16.06438 11.06190
C 19.54170 12.81964 13.94793
H 24.15469 17.62778 16.68159
H 16.20123 10.02278 9.32946
H 16.92795 14.00452 9.97570
C 18.75522 11.86679 9.90702
H 18.30521 13.44185 15.59926
H 13.17199 15.56720 12.24357
O 14.28390 11.88314 12.38709
H 10.33858 12.03918 13.65884
H 24.64818 17.58483 19.84349
H 21.81850 12.35223 18.75801
H 13.32857 8.89166 16.36245
H 18.91816 20.22568 14.92137
C 15.17286 18.07906 11.86767
H 15.86739 12.24890 18.03632
C 15.79814 16.55367 15.73350
C 18.29227 13.56996 14.50892
C 19.66651 15.80116 9.32057
H 21.77250 14.38081 8.46655
H 22.57999 11.77977 11.61392
O 24.08741 15.80828 10.33398
H 16.99614 9.32671 10.72170
C 23.60715 17.70756 19.39725
O 16.15001 10.38367 17.27141
O 25.48528 12.47599 10.53534
O 17.66211 19.10685 16.04826
H 20.11179 14.20784 17.76711
H 17.68673 15.27251 13.22590
O 15.54103 16.58499 14.33789
H 14.76485 8.32966 17.24584
H 19.15352 10.03929 10.89973
C 20.95519 9.34559 12.86917
H 23.83917 9.33573 11.38528
H 20.34082 11.84351 19.57028
O 18.25134 9.57169 9.05501
O 24.98161 15.50112 15.45273
H 23.15172 13.94750 10.47190
H 20.66081 14.77465 7.19069
H 14.84831 15.51255 11.89323
H 14.70624 11.07956 16.02046
O 21.07330 18.72706 14.93908
C 25.04245 13.70003 9.95741
H 19.97954 17.33157 10.80068
H 15.70320 18.29395 12.78278
C 22.80296 9.71072 11.26860
C 20.71158 12.43869 18.68853
C 21.38718 15.25073 7.89826
H 18.97810 19.45854 10.59720
H 17.97670 14.02364 11.43620
H 21.44312 16.82920 14.35029



62
Properties=species:S:1:pos:R:3 method="wB97M-V/def2-TZVPD" e_homo_ev=-13.7 mol_weight_g_mol=674.2 spin_multiplicity=1 orbital_gap_ev=6.5 lumo_ev=-7.2 largest_force_ev_per_a=1.24 total_charge=+2
H -3.53459 -3.10501 0.73340
C 0.73453 1.24277 3.66743
C -2.74598 2.72902 -4.73835
H -3.70940 -0.69570 -1.09394
In -0.03833 0.27034 -0.55368
C -0.44291 0.86780 4.31205
C 0.84675 0.94922 2.32185
H -3.29064 3.86481 -3.01591
C 5.76930 -0.13849 -2.67172
H -2.38071 -0.08118 4.09095
C -1.38435 -2.36231 -2.30394
C 4.05498 1.74577 0.79299
C -0.83235 1.47685 -3.11254
C -1.45972 0.22189 3.61276
N 1.90037 1.04912 0.15755
C 5.14516 0.69612 -1.75868
C -2.16601 -0.68564 1.31040
C -1.69704 2.46590 -2.59260
C 3.18220 1.48338 -0.45532
C 3.80637 0.50671 -1.42475
C -1.94038 1.70826 -5.24488
Cl 0.00621 -0.15252 -5.09189
C -1.72109 2.79471 -1.19334
H -2.40431 3.59910 -0.89528
C -1.00748 1.08282 -4.44036
H -3.80439 -5.23531 -3.11807
C -3.46820 -3.47701 -1.94768
N -0.12731 0.33354 1.66722
C -1.88978 -4.36088 -3.53139
H -0.07329 -3.24304 -3.75210
C -2.59700 -2.43715 -1.63271
C -2.64173 3.09744 -3.41971
H 4.54858 2.71120 0.80339
O -1.08262 2.22807 -0.28836
O 0.18143 0.99351 -2.38848
C -3.76606 -2.05006 0.60567
H -1.61401 -5.10893 -4.26206
H -4.43445 -3.54835 -1.46019
H -2.04088 1.40816 -6.27980
H 5.54810 -1.82554 -3.97871
H 3.16976 -2.17158 -3.40338
C -3.11740 -4.43205 -2.88854
C 1.98924 1.24774 1.42276
H 4.77209 0.94933 0.97770
N -1.95917 -0.64330 0.04041
H -4.83900 -1.89335 0.62420
H -0.56654 1.07650 5.36632
H -0.69756 -1.53280 -2.15288
H 5.71188 1.50658 -1.31266
C 3.72923 -1.36896 -2.94132
C -3.05034 -1.42109 -0.60936
Cl -3.86884 3.51688 -5.78066
C -1.24918 -0.02313 2.26868
O -3.19302 -1.34613 1.76147
H 2.05504 -0.69258 -1.82735
C 3.10738 -0.52730 -2.03040
O 3.09834 1.72098 1.91406
C 5.06223 -1.17469 -3.26475
H 1.53770 1.74413 4.18928
H 2.96815 2.41991 -0.97706
C -1.02330 -3.31998 -3.24119
H 6.80955 0.02163 -2.92064



14
Properties=species:S:1:pos:R:3 method="wB97M-V/def2-TZVPD" e_homo_ev="-10.8 / -10.8" mol_weight_g_mol=265.4 spin_multiplicity=4 orbital_gap_ev="7.1 / 5.5" lumo_ev="-3.7 / -5.3" s2=3.75 largest_force_ev_per_a=5.72 total_charge=+1
C 0.52248 0.23053 -0.22276
Er -3.98623 -2.86973 -1.55444
H 1.39875 2.12078 1.14306
C 1.75266 1.21988 0.61304
C 1.28552 0.81779 -1.06044
C -1.92280 -0.03892 0.07004
H -0.56638 -1.58483 -0.54864
H 2.98928 -0.22396 0.91658
H -0.43227 -1.06699 1.13842
H -1.95136 1.02929 0.36508
O 2.77719 0.62875 1.31216
C -0.57571 -0.70238 0.10478
H 1.66152 1.04781 -2.04857
O -2.95266 -0.60801 -0.22831